This record from the OMol25 dataset describes a 2-piece molecular cluster, C5H9NO overall at a distorted geometry. The level of theory is ωB97M-V/def2-TZVPD.

XYZ file:
```
16
Properties=species:S:1:pos:R:3
C -0.962 -1.470 -2.154
C -0.096 -0.765 -1.671
C 0.382 -1.342 1.274
C 0.774 0.025 0.634
C 0.776 0.066 -0.890
N -0.954 2.371 0.230
O -0.543 1.957 -1.011
H -1.772 -1.977 -2.411
H 0.946 -2.133 0.801
H -0.611 -1.727 1.063
H 0.433 -1.144 2.311
H 0.067 0.746 1.017
H 1.792 0.260 0.873
H 1.540 0.527 -1.504
H -0.198 2.841 0.767
H -1.574 1.768 0.672
```

Electronic energy in Eh: -325.6709
HOMO level (alpha / beta) in eV: -7.723 / -9.024
Charge: 0
ΔE to the lowest compared entry with this formula, charge and spin in eV: 7.257

This record from the OMol25 dataset describes one molecule with the formula C5H9NO. The level of theory is ωB97M-V/def2-TZVPD.

XYZ file:
```
16
Properties=species:S:1:pos:R:3
O -2.921 -0.270 0.692
C -2.076 -0.292 -0.304
C -0.976 0.718 -0.095
C 0.417 0.079 -0.115
C 1.484 0.634 -0.976
N 1.446 0.945 0.454
C 0.449 -1.402 0.202
H -2.678 0.383 1.392
H -0.110 -1.953 -0.561
H -1.075 1.296 0.847
H -1.070 1.434 -0.923
H 1.268 1.473 -1.635
H 2.248 -0.049 -1.342
H 2.135 0.391 0.957
H 1.478 -1.778 0.233
H -0.019 -1.609 1.174
```

Electronic energy in Eh: -325.7769
HOMO level in eV: -8.642
Charge: 0
ΔE to the lowest compared entry with this formula, charge and spin in eV: 4.371

This record from the OMol25 dataset describes a 3-piece molecular cluster, C5H9NO overall at a distorted geometry. The level of theory is ωB97M-V/def2-TZVPD.

XYZ file:
```
16
Properties=species:S:1:pos:R:3
C 2.517 -1.446 -0.100
C -2.756 0.222 0.014
C 1.655 -0.217 0.121
C -0.726 0.690 -0.025
N -0.415 1.958 0.243
C -0.518 -0.535 -0.086
O 2.150 0.828 0.491
H 0.568 2.043 0.534
H -0.692 2.629 -0.464
H -0.683 -1.549 -0.371
H 2.404 -1.779 -1.135
H 3.572 -1.238 0.108
H 2.168 -2.245 0.559
H -3.162 1.153 -0.375
H -2.937 0.082 1.075
H -3.144 -0.595 -0.589
```

Electronic energy in Eh: -325.6922
HOMO level in eV: -6.834
Charge: 0
ΔE to the lowest compared entry with this formula, charge and spin in eV: 6.676

This record from the OMol25 dataset describes one molecule with the formula C5H9NO at a distorted geometry. The level of theory is ωB97M-V/def2-TZVPD.

XYZ file:
```
16
Properties=species:S:1:pos:R:3
H 2.426 1.089 -2.017
N 2.792 0.855 -1.100
C 2.092 0.278 -0.204
O 2.225 -0.018 1.044
C 0.874 -0.512 0.461
C 0.655 -1.985 0.313
C -0.268 0.290 0.885
C -0.563 1.470 -0.099
H 0.136 -2.337 -0.601
H -0.025 -2.235 1.053
H 1.620 -2.618 0.489
H -1.114 -0.424 0.931
H -0.119 0.747 1.962
H -0.503 0.921 -1.110
H 0.198 2.257 -0.069
H -1.563 1.829 -0.044
```

Electronic energy in Eh: -325.8203
SMILES string: [H]/N=C1/O[C@@]1(C)CC
HOMO level in eV: -9.081
Charge: 0
ΔE to the lowest compared entry with this formula, charge and spin in eV: 3.190

This record from the OMol25 dataset describes one molecule with the formula C5H9NO at a distorted geometry. The level of theory is ωB97M-V/def2-TZVPD.

XYZ file:
```
16
Properties=species:S:1:pos:R:3
C 2.677 0.399 0.213
O 1.302 0.758 0.262
C 0.444 -0.364 0.272
C -1.083 0.030 0.329
C -1.991 0.589 -1.142
C -1.888 -1.104 0.690
N -2.610 -1.999 0.810
H 3.262 1.323 0.193
H 2.918 -0.183 -0.690
H 2.997 -0.188 1.090
H 0.636 -0.957 1.186
H 0.656 -1.008 -0.595
H -1.141 0.847 1.073
H -2.992 0.938 -0.841
H -1.083 1.141 -0.980
H -2.103 -0.223 -1.871
```

Electronic energy in Eh: -325.8026
SMILES string: COC[C@@H](C)C#N
HOMO level in eV: -9.963
Charge: 0
ΔE to the lowest compared entry with this formula, charge and spin in eV: 3.673

This record from the OMol25 dataset describes C5H9NO as an isolated structure at a distorted geometry. The level of theory is ωB97M-V/def2-TZVPD.

XYZ file:
```
16
Properties=species:S:1:pos:R:3
C 1.349 0.763 0.088
C 0.177 -0.205 0.194
C 0.615 -1.476 0.984
C -1.245 1.163 -0.014
N -1.334 0.507 -1.256
C -0.660 -0.662 -0.965
O -0.869 -1.799 -1.332
H 2.286 0.298 -0.245
H 1.538 1.156 1.098
H 1.124 1.617 -0.556
H 1.049 -1.324 1.979
H 1.411 -1.950 0.370
H -0.176 -2.230 1.023
H -2.004 0.913 0.729
H -1.134 2.265 -0.145
H -1.597 0.872 -2.155
```

Electronic energy in Eh: -325.8292
HOMO level in eV: -8.997
Charge: 0
ΔE to the lowest compared entry with this formula, charge and spin in eV: 2.948

This record from the OMol25 dataset describes one molecule with the formula C5H9NO. The level of theory is ωB97M-V/def2-TZVPD.

XYZ file:
```
16
Properties=species:S:1:pos:R:3
C 1.424 0.802 1.114
C 0.868 0.273 -0.203
C 0.733 -1.277 -0.315
C -0.817 -1.159 -0.338
C -0.639 0.340 -0.348
N -1.393 1.347 -0.492
O -2.724 0.949 -0.621
H 2.508 0.649 1.164
H 0.971 0.287 1.968
H 1.211 1.871 1.217
H 1.392 0.742 -1.043
H 1.157 -1.689 -1.235
H 1.141 -1.824 0.540
H -1.323 -1.535 0.559
H -1.326 -1.566 -1.217
H -3.183 1.788 -0.749
```

Electronic energy in Eh: -325.8312
SMILES string: C[C@H]1CC/C1=N\O
HOMO level in eV: -9.437
Charge: 0
ΔE to the lowest compared entry with this formula, charge and spin in eV: 2.894

This record from the OMol25 dataset describes one molecule with the formula C5H9NO. The level of theory is ωB97M-V/def2-TZVPD.

XYZ file:
```
16
Properties=species:S:1:pos:R:3
C -2.762 -0.620 0.229
C -1.526 -0.749 -0.619
C -0.315 -0.864 -0.134
N 0.824 -0.999 0.299
C 1.705 0.165 0.471
C 1.339 1.404 -0.324
O 2.989 -0.215 0.062
H -3.306 0.304 0.007
H -2.509 -0.620 1.293
H -3.440 -1.460 0.042
H -1.615 -0.771 -1.702
H 1.682 0.396 1.548
H 1.374 1.186 -1.397
H 0.344 1.780 -0.068
H 2.081 2.174 -0.102
H 3.133 -1.111 0.395
```

Electronic energy in Eh: -325.8620
SMILES string: CC=C=N[C@H](C)O
HOMO level in eV: -8.732
Charge: 0
ΔE to the lowest compared entry with this formula, charge and spin in eV: 2.056

This record from the OMol25 dataset describes C5H9NO as an isolated structure. The level of theory is ωB97M-V/def2-TZVPD.

XYZ file:
```
16
Properties=species:S:1:pos:R:3
C -0.976 1.061 0.968
C 0.034 0.269 0.160
C 0.795 0.980 -0.936
C 0.754 -0.920 0.884
N 0.076 -1.835 -0.077
C -0.448 -0.810 -0.739
O -1.038 -0.795 -1.900
H -1.570 1.695 0.302
H -0.449 1.715 1.671
H -1.661 0.415 1.532
H 0.555 2.044 -0.984
H -0.682 0.116 -2.177
H 1.873 0.806 -0.913
H 1.838 -0.914 0.747
H 0.486 -1.120 1.925
H 0.413 -2.708 -0.464
```

Electronic energy in Eh: -325.7726
HOMO level in eV: -6.514
Charge: 0
ΔE to the lowest compared entry with this formula, charge and spin in eV: 4.489

This record from the OMol25 dataset describes one molecule with the formula C5H9NO. The level of theory is ωB97M-V/def2-TZVPD.

XYZ file:
```
16
Properties=species:S:1:pos:R:3
C -1.960 -0.351 -0.071
C -1.182 0.650 0.751
N -0.174 0.185 1.694
C 0.266 0.855 0.476
C 0.891 0.022 -0.620
C 2.304 -0.355 -0.579
O 1.290 -1.290 -0.226
H -2.342 0.102 -0.993
H -2.813 -0.738 0.496
H -1.330 -1.204 -0.347
H -1.772 1.487 1.128
H -0.037 -0.820 1.593
H 0.720 1.827 0.677
H 0.401 0.098 -1.592
H 2.839 -0.633 -1.488
H 2.908 0.083 0.219
```

Electronic energy in Eh: -325.8275
SMILES string: C[C@H]1N[C@H]1[C@H]1CO1
HOMO level in eV: -9.362
Charge: 0
ΔE to the lowest compared entry with this formula, charge and spin in eV: 2.995

This record from the OMol25 dataset describes one molecule with the formula C5H9NO at a distorted geometry. The level of theory is ωB97M-V/def2-TZVPD.

XYZ file:
```
16
Properties=species:S:1:pos:R:3
O 2.250 0.786 1.157
C 1.705 -0.261 0.827
C 0.176 -0.289 0.604
C -0.456 1.014 0.105
C -1.819 0.564 -0.535
C -1.200 -0.563 -1.392
N -0.293 -1.249 -0.560
H 2.356 -1.062 0.186
H -0.278 -0.647 1.540
H 0.162 1.472 -0.666
H -0.585 1.832 0.866
H -2.403 1.292 -1.153
H -2.394 0.209 0.278
H -2.058 -1.038 -1.810
H -0.545 -0.311 -2.165
H -0.635 -2.082 -0.063
```

Electronic energy in Eh: -325.8403
SMILES string: O=C[C@H]1CCCN1
HOMO level in eV: -9.089
Charge: 0
ΔE to the lowest compared entry with this formula, charge and spin in eV: 2.646

This record from the OMol25 dataset describes one molecule with the formula C5H9NO at a distorted geometry. The level of theory is ωB97M-V/def2-TZVPD.

XYZ file:
```
16
Properties=species:S:1:pos:R:3
C -1.746 -0.050 -0.508
C -0.648 -0.349 0.510
O -0.223 -1.698 0.416
C 0.640 0.537 0.418
C 1.905 -0.206 -0.050
C 0.428 1.724 -0.426
N 0.283 2.656 -1.096
H -2.040 1.005 -0.502
H -2.638 -0.643 -0.265
H -1.409 -0.314 -1.515
H -1.061 -0.169 1.512
H -0.995 -2.260 0.555
H 0.830 0.921 1.430
H 2.768 0.457 0.049
H 1.832 -0.521 -1.094
H 2.074 -1.092 0.565
```

Electronic energy in Eh: -325.8948
SMILES string: C[C@@H](O)[C@@H](C)C#N
HOMO level in eV: -10.758
Charge: 0
ΔE to the lowest compared entry with this formula, charge and spin in eV: 1.164

This record from the OMol25 dataset describes one molecule with the formula C5H9NO. The level of theory is ωB97M-V/def2-TZVPD.

XYZ file:
```
16
Properties=species:S:1:pos:R:3
O 1.825 -0.380 -1.716
C 0.595 0.249 -1.447
C 0.540 1.050 -0.115
C -0.365 -0.044 0.456
C -1.280 -0.024 1.609
N -0.062 -0.845 1.633
C -0.525 -0.687 -0.919
H 2.019 -0.974 -0.977
H 0.352 0.820 -2.346
H 0.059 2.030 -0.206
H 1.515 1.177 0.371
H -2.209 -0.590 1.568
H -1.317 0.870 2.231
H 0.649 -0.384 2.196
H -0.294 -1.757 -0.960
H -1.502 -0.510 -1.379
```

Electronic energy in Eh: -325.8399
SMILES string: O[C@H]1C[C@]2(CN2)C1
HOMO level in eV: -9.552
Charge: 0
ΔE to the lowest compared entry with this formula, charge and spin in eV: 2.656

This record from the OMol25 dataset describes one molecule with the formula C5H9NO at a distorted geometry. The level of theory is ωB97M-V/def2-TZVPD.

XYZ file:
```
16
Properties=species:S:1:pos:R:3
C 0.496 -1.813 0.698
C -0.819 -0.971 0.434
C -0.455 0.464 0.622
N -1.015 1.541 -0.193
C -0.365 1.148 -1.434
C 0.507 1.064 -0.257
O 1.607 1.745 0.128
H 0.152 -2.840 0.607
H 0.856 -1.672 1.722
H 1.357 -1.699 0.016
H -1.151 -1.209 -0.580
H -1.634 -1.252 1.115
H -0.368 0.782 1.655
H -0.668 0.233 -1.947
H -0.244 1.999 -2.099
H 1.744 2.478 -0.488
```

Electronic energy in Eh: -325.8099
SMILES string: CC[C@@H]1N2C[C@]12O
HOMO level in eV: -8.906
Charge: 0
ΔE to the lowest compared entry with this formula, charge and spin in eV: 3.473

This record from the OMol25 dataset describes one molecule with the formula C5H9NO at a distorted geometry. The level of theory is ωB97M-V/def2-TZVPD.

XYZ file:
```
16
Properties=species:S:1:pos:R:3
O 1.214 1.378 -2.555
C 0.194 0.931 -2.026
N 0.146 0.401 -0.801
C 1.180 0.241 0.256
C 0.619 -0.805 1.107
C -0.887 -0.398 1.170
C -1.148 0.022 -0.288
H -0.833 1.075 -2.386
H 2.151 0.116 -0.187
H 1.325 1.084 0.815
H 0.961 -0.959 2.187
H 0.781 -1.827 0.669
H -1.000 0.266 1.958
H -1.332 -1.398 1.503
H -1.973 0.755 -0.498
H -1.399 -0.880 -0.924
```

Electronic energy in Eh: -325.8813
SMILES string: O=CN1CCCC1
HOMO level in eV: -9.152
Charge: 0
ΔE to the lowest compared entry with this formula, charge and spin in eV: 1.531

This record from the OMol25 dataset describes one molecule with the formula C5H9NO at a distorted geometry. The level of theory is ωB97M-V/def2-TZVPD.

XYZ file:
```
16
Properties=species:S:1:pos:R:3
H 1.534 2.503 -0.032
N 2.102 1.681 -0.237
C 1.395 0.671 -0.075
C 1.827 -0.701 -0.220
O 0.243 0.792 0.583
C -0.740 -0.130 0.666
C -1.463 -0.843 -0.394
C -2.004 0.435 0.151
H 2.017 -1.060 0.797
H 1.174 -1.396 -0.742
H 2.759 -0.640 -0.755
H -0.703 -0.417 1.703
H -1.199 -0.742 -1.438
H -2.093 -1.705 -0.206
H -1.986 1.238 -0.584
H -2.863 0.314 0.783
```

Electronic energy in Eh: -325.8302
SMILES string: [H]/N=C(/C)OC1CC1
HOMO level in eV: -9.523
Charge: 0
ΔE to the lowest compared entry with this formula, charge and spin in eV: 2.922

This record from the OMol25 dataset describes one molecule with the formula C5H9NO. The level of theory is ωB97M-V/def2-TZVPD.

XYZ file:
```
16
Properties=species:S:1:pos:R:3
C 0.546 -1.630 1.482
C 1.330 -0.563 0.777
O 2.521 -0.458 0.961
C 0.597 0.443 -0.069
C -0.615 1.189 0.392
N -0.729 0.119 -0.564
C -1.007 0.493 -1.940
H 1.192 -2.393 1.920
H 0.163 -1.049 2.333
H -0.266 -2.102 0.920
H 1.277 0.994 -0.717
H -0.702 2.218 0.038
H -1.041 1.004 1.376
H -2.089 0.589 -2.071
H -0.645 -0.299 -2.603
H -0.533 1.445 -2.236
```

Electronic energy in Eh: -325.8624
SMILES string: CC(=O)[C@@H]1CN1C
HOMO level in eV: -9.379
Charge: 0
ΔE to the lowest compared entry with this formula, charge and spin in eV: 2.045

This record from the OMol25 dataset describes one molecule with the formula C5H9NO. The level of theory is ωB97M-V/def2-TZVPD.

XYZ file:
```
16
Properties=species:S:1:pos:R:3
C -2.022 -0.153 0.228
C -0.689 -0.356 -0.507
C -0.072 -1.593 0.000
N 0.328 -2.595 0.419
C 0.231 0.895 -0.413
C 1.538 0.701 0.351
O 2.378 -0.159 -0.386
H -2.571 0.676 -0.227
H -1.842 0.086 1.281
H -2.640 -1.054 0.181
H -0.903 -0.554 -1.563
H 0.488 1.225 -1.423
H -0.343 1.712 0.045
H 1.336 0.312 1.356
H 2.015 1.682 0.467
H 2.768 -0.825 0.189
```

Electronic energy in Eh: -325.8931
SMILES string: C[C@H](C#N)CCO
HOMO level in eV: -10.419
Charge: 0
ΔE to the lowest compared entry with this formula, charge and spin in eV: 1.210

This record from the OMol25 dataset describes one molecule with the formula C5H9NO at a distorted geometry. The level of theory is ωB97M-V/def2-TZVPD.

XYZ file:
```
16
Properties=species:S:1:pos:R:3
O 0.032 0.482 -2.737
C -0.675 0.346 -1.782
C -0.198 -0.250 -0.443
C 0.988 0.454 0.167
C 1.147 -0.114 1.526
C -0.236 -0.458 2.054
N -1.174 -0.279 0.782
H -1.811 0.546 -1.817
H -0.164 -1.277 -0.632
H 0.964 1.567 0.215
H 2.019 0.151 -0.214
H 1.318 0.773 2.189
H 2.014 -0.900 1.685
H -0.233 -1.587 2.456
H -0.615 0.171 2.860
H -1.688 -1.216 0.550
```

Electronic energy in Eh: -325.8225
SMILES string: O=C[C@H]1CCCN1
HOMO level in eV: -9.285
Charge: 0
ΔE to the lowest compared entry with this formula, charge and spin in eV: 3.130

This record from the OMol25 dataset describes one molecule with the formula C5H9NO at a distorted geometry. The level of theory is ωB97M-V/def2-TZVPD.

XYZ file:
```
16
Properties=species:S:1:pos:R:3
C -1.640 -0.475 -0.550
C -0.396 -0.634 0.333
C -0.693 -1.331 1.594
N -0.877 -1.910 2.580
C 0.294 0.722 0.592
C 1.404 1.052 -0.443
O 1.442 0.161 -1.547
H -1.317 -0.154 -1.545
H -2.314 0.285 -0.140
H -2.196 -1.412 -0.646
H 0.306 -1.280 -0.204
H -0.474 1.504 0.574
H 0.722 0.740 1.599
H 2.376 1.069 0.063
H 1.238 2.053 -0.852
H 2.197 -0.427 -1.442
```

Electronic energy in Eh: -325.8879
SMILES string: C[C@H](C#N)CCO
HOMO level in eV: -10.817
Charge: 0
ΔE to the lowest compared entry with this formula, charge and spin in eV: 1.350